{
  "formula": "C6H10N2",
  "method": "ωB97M-V/def2-TZVPD",
  "smiles": "[H]/N=C(\\C)C(=C)/C=C\\N",
  "orbital_gap_ev": 8.7,
  "e_tot_ev": -9362.1657,
  "e_above_lowest_kcal_mol": 52.4,
  "species": ["H", "N", "C", "C", "C", "C", "C", "C", "N", "H", "H", "H", "H", "H", "H", "H", "H", "H"],
  "xyz": [[-0.435, 0.862, -2.982], [-0.927, 0.720, -2.101], [-0.164, 0.602, -1.098], [1.339, 0.716, -1.120], [-0.816, 0.639, 0.333], [-0.579, 1.585, 1.217], [-1.292, -0.735, 0.281], [-0.634, -1.799, 0.774], [0.568, -1.742, 1.445], [1.776, -0.269, -1.291], [1.660, 1.384, -1.916], [1.758, 1.095, -0.191], [-0.046, 2.485, 0.947], [-1.011, 1.536, 2.204], [-2.269, -0.872, -0.162], [-1.082, -2.790, 0.728], [1.027, -0.841, 1.464], [1.127, -2.577, 1.468]],
  "forces_ev_per_angstrom": [[0.24, -0.36, 0.09], [-0.32, -0.03, 0.04], [-0.22, 3.03, 0.97], [0.30, -0.44, -0.16], [2.16, -1.30, -3.07], [-0.62, 0.01, 0.27], [-1.51, -1.23, 2.11], [-0.56, 0.40, -0.07], [0.01, 0.07, 0.19], [0.09, -0.01, -0.05], [-0.02, -0.07, -0.20], [-0.16, 0.01, 0.12], [0.06, 0.05, -0.05], [0.04, -0.03, 0.20], [0.08, -0.19, -0.17], [0.15, 0.18, -0.23], [0.13, -0.36, 0.04], [0.14, 0.27, -0.02]]
}

---

{
  "formula": "BCuH14O5",
  "method": "ωB97M-V/def2-TZVPD",
  "total_charge": 1,
  "multiplicity": 2,
  "s_squared": 0.752,
  "orbital_gap_ev": [9.5, 7.3],
  "e_tot_ev": -55772.2209,
  "e_above_lowest_kcal_mol": 9.4,
  "species": ["Cu", "B", "H", "H", "H", "H", "O", "H", "H", "O", "H", "H", "O", "H", "H", "O", "H", "H", "O", "H", "H"],
  "xyz": [[0.079, -0.007, -0.017], [1.735, -1.437, 0.587], [2.517, -2.289, 0.569], [1.623, -1.057, -0.515], [0.661, -1.754, 0.936], [2.097, -0.552, 1.258], [1.319, 1.750, -0.333], [2.011, 2.009, -0.955], [1.251, 2.478, 0.300], [-0.169, 0.699, 2.067], [-0.924, 1.067, 2.546], [0.521, 0.558, 2.734], [-0.270, -0.588, -2.197], [-0.079, -0.132, -3.029], [-0.905, -1.276, -2.433], [-1.515, 1.459, -0.540], [-1.598, 1.765, -1.453], [-2.296, 1.796, -0.083], [-1.658, -1.345, 0.193], [-2.184, -1.647, 0.946], [-2.215, -1.498, -0.579]],
  "forces_ev_per_angstrom": [[0.96, -0.54, -0.22], [-0.71, 0.68, 1.38], [0.49, -0.89, -0.43], [-0.16, 0.87, -2.01], [-0.91, -0.77, 0.64], [0.46, 0.92, 0.66], [-0.09, 0.31, -0.09], [-0.01, -0.33, 0.09], [-0.06, -0.20, -0.01], [-0.18, 0.36, 0.38], [0.10, -0.05, -0.09], [0.02, -0.22, -0.33], [-0.33, 0.19, -0.30], [0.15, -0.09, 0.15], [0.25, -0.07, -0.02], [-0.12, 0.08, 0.05], [0.15, -0.08, 0.10], [0.16, -0.15, 0.06], [-0.47, -0.03, -0.21], [0.35, -0.01, 0.05], [-0.04, 0.04, 0.14]]
}

---

{
  "formula": "C59H47F3InN4O4PSe",
  "method": "ωB97M-V/def2-TZVPD",
  "orbital_gap_ev": 7.9,
  "e_tot_ev": -164060.7741,
  "species": ["In", "O", "C", "C", "C", "C", "C", "C", "C", "C", "C", "O", "C", "C", "C", "C", "C", "C", "C", "C", "C", "C", "C", "C", "N", "C", "C", "C", "C", "C", "C", "C", "C", "C", "C", "C", "C", "H", "H", "H", "H", "H", "H", "H", "H", "H", "H", "H", "H", "H", "H", "H", "H", "H", "H", "H", "H", "H", "H", "H", "H", "H", "H", "H", "O", "C", "O", "C", "P", "C", "C", "C", "C", "C", "C", "C", "C", "C", "C", "C", "C", "H", "H", "H", "H", "H", "H", "H", "H", "H", "H", "H", "H", "Se", "N", "C", "C", "C", "C", "C", "C", "N", "H", "H", "H", "H", "F", "C", "F", "F", "C", "C", "C", "N", "C", "C", "H", "H", "H", "H"],
  "xyz": [[-0.135, -1.304, 0.144], [0.904, -0.412, 1.622], [2.100, 0.286, 1.395], [1.919, 1.336, 0.261], [1.889, 0.797, -1.128], [2.750, 1.298, -2.100], [2.691, 0.809, -3.391], [1.762, -0.169, -3.699], [0.894, -0.607, -2.708], [-0.163, -1.631, -2.975], [0.208, -3.011, -2.323], [0.002, -2.990, -0.943], [1.666, -3.278, -2.699], [2.645, -3.417, -1.728], [3.974, -3.606, -2.086], [4.336, -3.657, -3.421], [3.362, -3.528, -4.401], [2.039, -3.343, -4.043], [-0.746, -4.069, -2.900], [-0.308, -5.216, -3.553], [-1.219, -6.120, -4.081], [-2.580, -5.905, -3.948], [-3.024, -4.786, -3.259], [-2.117, -3.879, -2.738], [0.974, -0.125, -1.458], [2.493, 0.980, 2.715], [3.503, 1.936, 2.769], [3.906, 2.471, 3.982], [3.313, 2.058, 5.165], [2.314, 1.099, 5.123], [1.915, 0.564, 3.908], [3.273, -0.671, 1.144], [4.371, -0.364, 0.348], [5.433, -1.250, 0.237], [5.421, -2.453, 0.924], [4.342, -2.760, 1.740], [3.288, -1.869, 1.854], [2.681, 2.110, 0.323], [0.954, 1.804, 0.470], [3.455, 2.073, -1.838], [3.360, 1.192, -4.151], [1.693, -0.578, -4.695], [-0.312, -1.756, -4.046], [-1.104, -1.319, -2.518], [2.357, -3.382, -0.686], [4.723, -3.713, -1.315], [5.371, -3.800, -3.700], [3.635, -3.574, -5.448], [1.284, -3.258, -4.814], [0.748, -5.416, -3.658], [-0.860, -6.997, -4.605], [-3.290, -6.606, -4.366], [-4.085, -4.615, -3.134], [-2.479, -3.024, -2.183], [3.999, 2.259, 1.863], [4.695, 3.211, 4.001], [3.639, 2.469, 6.111], [1.845, 0.765, 6.040], [1.144, -0.193, 3.880], [4.425, 0.573, -0.186], [6.278, -1.001, -0.393], [6.250, -3.142, 0.837], [4.324, -3.689, 2.295], [2.466, -2.071, 2.527], [-3.039, -1.476, -0.822], [-2.601, -0.335, -0.830], [-1.719, 0.067, 0.061], [-3.008, 0.687, -1.916], [-2.139, 2.292, -1.536], [-2.527, 3.163, -3.114], [-3.683, 3.877, -3.414], [-3.814, 4.497, -4.648], [-2.798, 4.414, -5.588], [-1.643, 3.702, -5.300], [-1.509, 3.087, -4.065], [-3.383, 3.016, -0.403], [-3.326, 4.392, -0.180], [-4.030, 4.980, 0.856], [-4.827, 4.202, 1.685], [-4.915, 2.839, 1.458], [-4.195, 2.248, 0.429], [-4.090, 0.813, -1.972], [-2.665, 0.302, -2.880], [-4.475, 3.951, -2.680], [-4.717, 5.050, -4.873], [-2.907, 4.906, -6.546], [-0.847, 3.640, -6.031], [-0.604, 2.538, -3.819], [-2.692, 5.003, -0.812], [-3.938, 6.044, 1.031], [-5.365, 4.651, 2.510], [-5.526, 2.221, 2.104], [-4.281, 1.179, 0.290], [-1.167, 1.212, 2.737], [-0.475, 2.494, 1.803], [-0.172, 3.505, 2.616], [0.415, 4.723, 2.207], [0.657, 5.676, 3.154], [0.344, 5.457, 4.521], [-0.219, 4.290, 4.948], [-0.498, 3.280, 3.997], [-1.066, 2.101, 4.244], [0.652, 4.872, 1.162], [1.097, 6.622, 2.866], [0.562, 6.243, 5.232], [-0.456, 4.123, 5.989], [-1.897, -3.392, 6.689], [-2.784, -3.543, 5.695], [-3.898, -2.890, 6.051], [-3.097, -4.853, 5.651], [-2.238, -3.086, 4.368], [-0.912, -3.348, 4.053], [-0.460, -2.984, 2.798], [-1.245, -2.394, 1.900], [-2.513, -2.141, 2.203], [-3.058, -2.477, 3.433], [-0.253, -3.821, 4.767], [0.558, -3.175, 2.483], [-3.114, -1.699, 1.418], [-4.096, -2.277, 3.655]],
  "forces_ev_per_angstrom": [[-0.14, -0.15, 0.03], [0.60, -0.26, -0.17], [0.26, 0.17, 0.17], [-0.11, -0.29, 0.39], [0.22, 0.20, -0.44], [-0.06, 0.01, -0.04], [-0.09, -0.07, 0.10], [-0.10, 0.14, 0.01], [0.02, 0.28, -0.22], [0.21, -0.22, 0.34], [-0.15, -0.14, -0.30], [0.24, 0.09, 0.17], [-0.06, -0.20, 0.05], [-0.13, 0.02, 0.04], [0.03, -0.02, -0.06], [0.10, -0.01, 0.03], [-0.06, 0.02, -0.08], [0.08, 0.04, 0.08], [0.12, -0.09, -0.05], [-0.05, 0.05, 0.01], [-0.04, -0.09, -0.04], [0.02, -0.03, 0.00], [-0.03, 0.04, -0.01], [0.03, 0.05, 0.00], [0.05, -0.18, 0.06], [-0.11, 0.11, -0.01], [-0.10, -0.01, 0.01], [0.08, 0.09, -0.04], [0.00, -0.02, 0.04], [0.08, 0.06, 0.02], [-0.05, -0.06, -0.03], [-0.08, -0.19, 0.00], [-0.02, -0.01, 0.01], [0.07, -0.04, 0.00], [0.06, 0.01, 0.03], [-0.05, -0.02, 0.02], [-0.06, -0.03, -0.07], [0.00, -0.02, -0.05], [0.07, 0.11, -0.06], [0.02, 0.01, 0.05], [0.02, -0.02, -0.02], [-0.05, -0.03, -0.01], [-0.03, 0.06, 0.00], [-0.07, -0.04, -0.22], [0.02, 0.00, 0.02], [0.02, 0.00, 0.02], [0.03, -0.02, 0.00], [0.01, -0.01, -0.02], [-0.02, 0.01, -0.04], [0.02, -0.01, 0.00], [0.03, -0.04, 0.02], [0.00, -0.03, -0.01], [-0.04, 0.02, 0.03], [-0.02, -0.02, -0.01], [0.05, 0.02, -0.01], [0.01, 0.02, 0.01], [-0.02, 0.03, 0.01], [-0.04, -0.01, 0.00], [0.01, -0.01, -0.01], [-0.05, 0.04, -0.02], [0.00, 0.03, -0.01], [0.02, 0.00, -0.02], [0.03, -0.01, 0.02], [-0.02, -0.06, -0.01], [-0.24, 0.04, -0.21], [-0.18, 0.17, 0.08], [-0.47, 0.06, -0.78], [0.64, -0.02, 0.88], [-0.53, 0.03, -0.46], [0.24, -0.04, 0.14], [0.05, -0.09, -0.03], [-0.08, 0.04, 0.04], [-0.01, 0.00, -0.06], [-0.02, 0.00, -0.05], [-0.07, 0.02, -0.02], [0.31, 0.03, 0.27], [0.12, -0.01, 0.07], [-0.04, 0.10, -0.02], [0.01, -0.05, 0.03], [-0.04, 0.00, 0.07], [-0.03, 0.03, -0.11], [0.02, -0.17, 0.03], [0.01, 0.01, 0.05], [-0.03, 0.01, -0.01], [0.00, 0.02, -0.02], [0.00, 0.01, -0.02], [0.01, -0.01, 0.00], [0.03, 0.06, -0.04], [0.04, 0.05, 0.02], [-0.04, 0.01, -0.02], [0.00, 0.02, -0.01], [-0.03, 0.01, -0.02], [0.05, -0.02, 0.03], [-0.52, 0.32, 0.64], [0.26, 0.70, -0.78], [-0.29, -0.69, 0.05], [0.18, 0.50, 0.03], [0.05, -0.16, -0.52], [-0.18, -0.28, 0.38], [0.17, 0.45, 0.27], [-0.19, -0.50, -0.41], [-0.11, 0.06, 0.71], [-0.01, 0.03, 0.00], [0.02, 0.00, -0.02], [-0.01, -0.02, 0.03], [-0.02, -0.01, 0.02], [0.08, 0.07, -0.11], [-0.16, -0.20, 0.32], [0.02, 0.10, -0.13], [0.04, 0.04, -0.09], [0.04, 0.06, -0.14], [-0.07, 0.01, -0.02], [0.04, -0.13, 0.17], [0.23, 0.22, -0.15], [-0.35, -0.13, 0.00], [0.14, -0.13, 0.14], [0.04, -0.02, -0.02], [0.03, 0.01, 0.10], [0.08, 0.07, 0.02], [-0.02, 0.04, -0.05]]
}